DFT (ωB97M-V/def2-TZVPD) results for a cluster of 2 separate species, C2H6N3 in total in a non-equilibrium geometry.

Each line ends with the Löwdin charge.
Geometry (Å):
C (1.97, -0.30, -0.60)  0.1429
C (-0.43, -0.47, 0.08)  -0.1943
N (0.76, -0.55, -0.30)  0.0797
N (-1.48, -1.24, 0.04)  0.1576
N (-0.91, 1.42, 0.79)  0.1815
H (2.72, -0.51, 0.27)  0.1582
H (2.20, 0.07, -1.60)  0.1159
H (-1.53, -2.11, -0.57)  0.1649
H (-2.47, -1.11, 0.38)  0.1674
H (0.03, 1.79, 0.54)  0.0457
H (-1.06, 1.11, 1.69)  -0.0195

Properties
Total charge: +1
Highest occupied orbital energy (spin up / spin down) in hartree: -0.559 / -0.559
ΔE to the lowest compared entry with this formula, charge and spin in kJ/mol: 415.26
E in eV: -6630.7828
2S+1: 1